(1)
C20H25Cl2FeP as an isolated structure in a non-equilibrium geometry, computed with ωB97M-V/def2-TZVPD.

```
! wB97M-V def2-TZVPD RIJCOSX def2/J DEFGRID3
* xyz -1 6
Fe 3.672 -0.643 -0.005
Cl 2.639 -1.114 -1.840
Cl 3.172 -1.669 1.820
C -0.977 0.735 0.771
H -0.411 -0.051 0.235
H -1.545 0.221 1.555
C -1.223 1.698 -1.590
C -1.823 1.492 -0.193
H -0.719 2.653 -1.792
C -3.190 0.802 -0.301
H -1.957 2.503 0.204
C -2.980 -0.504 -1.042
H -3.580 0.613 0.708
H -3.851 1.528 -0.805
C -2.581 -0.264 -2.494
H -2.210 -1.134 -0.569
H -3.901 -1.083 -1.000
C -1.340 0.668 -2.608
H -2.395 -1.215 -3.015
H -3.416 0.231 -3.007
H -0.443 0.020 -2.630
H -1.369 1.184 -3.577
C 0.687 0.923 3.226
P 0.393 1.649 1.606
C -0.297 3.287 1.918
C 0.286 4.450 1.409
C -0.450 5.634 1.424
C -1.717 5.666 2.005
C -2.236 4.534 2.641
C -1.511 3.345 2.631
C 1.987 1.733 0.710
C 2.013 2.065 -0.651
C 3.216 2.080 -1.339
C 4.399 1.708 -0.725
C 4.410 1.347 0.638
C 3.203 1.444 1.364
H -0.259 0.850 3.778
H 1.348 1.582 3.807
H 1.116 -0.085 3.133
H 1.285 4.420 0.972
H -0.028 6.530 0.970
H -2.294 6.589 1.993
H -3.204 4.564 3.143
H -1.907 2.455 3.127
H 1.087 2.311 -1.160
H 3.201 2.402 -2.395
H 5.342 1.809 -1.252
H 5.345 1.101 1.158
H 3.221 1.274 2.425
*
```

Calculated values
Maximum force ... 0.064 Eh/bohr
Frontier orbital gap (spin up / spin down) ... 4.03 / 5.44 eV
E_HOMO (spin up / spin down) ... -1.09 / -2.62 eV
⟨S²⟩ ... 9.045

Mulliken atomic charge list, values in e, 6 entries: atom 1 (Fe): 0.405, atom 2 (Cl): -0.593, atom 3 (Cl): -0.603, atom 4 (C): -1.493, atom 5 (H): 0.528, atom 6 (H): 0.450

***

(2)
A 2-piece molecular cluster, C5H11N5O2S overall in a non-equilibrium geometry, computed with ωB97M-V/def2-TZVPD.

```
! wB97M-V def2-TZVPD RIJCOSX def2/J DEFGRID3
* xyz 2 1
C -1.827 1.072 1.000
C -0.078 -0.675 1.016
C -3.581 -0.019 -0.619
C 4.981 -1.445 -0.978
C -3.151 1.128 0.226
N 4.525 0.614 0.003
N -1.144 -0.130 0.678
N -1.270 1.867 1.738
N -4.690 0.070 -1.268
N 0.946 -1.276 1.053
O -2.939 -1.120 -0.663
O 5.311 -0.093 -0.824
S 4.731 2.101 0.398
H 5.590 -2.096 -0.247
H 5.272 -1.774 -1.983
H 3.831 -1.589 -0.740
H -3.127 2.036 -0.298
H -3.923 1.344 1.052
H -1.970 -0.922 -0.191
H -1.654 2.792 1.810
H -5.472 0.797 -1.088
H -5.102 -0.707 -1.663
H 1.153 -2.139 1.417
H 3.589 0.163 0.170
*
```

Calculated values
Maximum force ... 0.088 Eh/bohr
Frontier orbital gap ... 7.33 eV
E_HOMO ... -16.84 eV

Mulliken atomic charge list, values in e, 6 entries: atom 1 (C): 0.422, atom 2 (C): 0.519, atom 3 (C): 0.520, atom 4 (C): -0.376, atom 5 (C): -0.647, atom 6 (N): 0.122

***

(3)
C26H46AsGaN2OS2Si2 as an isolated structure, computed with ωB97M-V/def2-TZVPD.

```
! wB97M-V def2-TZVPD RIJCOSX def2/J DEFGRID3
* xyz 0 1
Ga -0.503 0.025 -0.373
C -2.858 2.171 -2.501
N -1.453 2.006 -2.095
C -0.955 3.180 -1.413
C -1.568 3.277 -0.017
N -1.612 1.992 0.722
C -2.980 1.480 0.880
C -0.898 2.117 1.965
C -1.500 2.638 3.103
C -0.785 2.782 4.281
C 0.551 2.413 4.321
C 1.166 1.916 3.186
C 0.454 1.760 1.996
S 1.289 1.179 0.569
C -0.724 1.624 -3.271
C -0.162 2.534 -4.153
C 0.393 2.100 -5.349
C 0.349 0.754 -5.681
C -0.187 -0.163 -4.789
C -0.692 0.259 -3.564
S -1.302 -0.892 -2.388
H -2.945 2.932 -3.286
H -3.240 1.226 -2.885
H -3.469 2.476 -1.653
H 0.124 3.077 -1.317
H -1.177 4.114 -1.951
H -0.969 3.998 0.539
H -2.582 3.683 -0.077
H -3.684 2.247 1.222
H -3.327 1.080 -0.072
H -2.965 0.662 1.597
H -2.542 2.933 3.073
H -1.274 3.178 5.161
H 1.114 2.507 5.241
H 2.215 1.647 3.198
H -0.165 3.592 -3.921
H 0.837 2.815 -6.030
H 0.743 0.410 -6.629
H -0.213 -1.218 -5.033
C -2.310 -3.253 3.972
Si -1.502 -1.651 3.347
C 0.191 -1.462 4.173
C -2.670 -0.313 4.018
As -1.637 -1.817 0.985
Si 0.214 -3.267 0.678
C 0.167 -4.019 -1.060
C 1.908 -2.465 0.961
C 0.120 -4.751 1.857
H -2.416 -3.236 5.059
H -1.741 -4.143 3.702
H -3.306 -3.354 3.535
H 0.091 -1.295 5.247
H 0.734 -0.615 3.751
H 0.797 -2.359 4.027
H -2.879 -0.492 5.075
H -3.623 -0.338 3.484
H -2.250 0.686 3.928
H 0.032 -3.253 -1.822
H -0.670 -4.714 -1.150
H 1.089 -4.564 -1.278
H 2.072 -1.654 0.248
H 2.721 -3.187 0.856
H 1.965 -2.033 1.962
H -0.865 -5.219 1.820
H 0.320 -4.465 2.892
H 0.860 -5.500 1.569
C 4.178 1.164 -1.554
C 2.922 1.059 -2.411
O 2.083 -0.051 -2.111
C 2.392 -1.238 -2.828
C 3.664 -1.956 -2.392
H 4.698 2.095 -1.786
H 4.863 0.337 -1.729
H 3.902 1.173 -0.503
H 3.178 1.036 -3.478
H 2.309 1.946 -2.244
H 2.438 -1.012 -3.899
H 1.534 -1.888 -2.655
H 4.559 -1.469 -2.776
H 3.638 -2.978 -2.775
H 3.725 -1.999 -1.304
*
```

Calculated values
Maximum force ... 0.017 Eh/bohr
Frontier orbital gap ... 8.09 eV
E_HOMO ... -7.54 eV

Mulliken atomic charge list, values in e, 6 entries: atom 1 (Ga): 1.065, atom 2 (C): -1.489, atom 3 (N): 1.091, atom 4 (C): -1.067, atom 5 (C): -1.315, atom 6 (N): 1.524

***

(4)
One molecule with the formula C6H9NS in a non-equilibrium geometry, computed with ωB97M-V/def2-TZVPD.

```
! wB97M-V def2-TZVPD RIJCOSX def2/J DEFGRID3
* xyz 0 1
C -0.479 0.545 -1.122
C 1.554 0.379 0.402
C -1.741 0.509 -0.716
C 2.789 -0.048 0.633
C 0.535 -0.323 -0.488
C 4.053 -0.359 0.607
N -4.118 -0.245 0.208
S -2.367 -0.246 0.703
H -0.209 1.154 -1.999
H 1.294 1.142 1.047
H -2.580 1.160 -1.134
H -0.004 -0.986 0.315
H 1.131 -0.912 -1.210
H 4.411 -1.093 1.369
H 4.727 0.012 -0.033
H -4.578 -1.086 0.455
H -4.418 0.396 0.966
*
```

Calculated values
Maximum force ... 0.096 Eh/bohr
Frontier orbital gap ... 9.01 eV
SMILES ... C=C=CC/C=C\SN
E_HOMO ... -8.42 eV

Mulliken atomic charge list, values in e, 6 entries: atom 1 (C): -0.151, atom 2 (C): -0.335, atom 3 (C): -0.371, atom 4 (C): 0.108, atom 5 (C): -0.333, atom 6 (C): -0.801

***

(5)
One molecule with the formula C6H9P in a non-equilibrium geometry, computed with ωB97M-V/def2-TZVPD.

```
! wB97M-V def2-TZVPD RIJCOSX def2/J DEFGRID3
* xyz 0 3
C 0.347 0.220 -1.763
C 1.205 -1.012 0.589
C -1.180 0.926 0.212
C 0.019 1.094 -0.579
C -0.175 -1.611 0.976
C 1.181 0.229 -0.465
P -1.219 -0.360 1.641
H -0.354 -0.570 -1.822
H 0.667 0.633 -2.647
H 1.571 -0.701 1.538
H 1.958 -1.709 0.109
H -1.429 1.833 0.874
H -2.028 0.696 -0.399
H 0.394 2.108 -0.804
H -0.686 -2.389 0.439
H -0.270 0.614 2.102
*
```

Calculated values
Maximum force ... 0.066 Eh/bohr
Frontier orbital gap (spin up / spin down) ... 9.20 / 8.45 eV
E_HOMO (spin up / spin down) ... -8.05 / -9.26 eV
⟨S²⟩ ... 2.011

Mulliken atomic charge list, values in e, 6 entries: atom 1 (C): -0.999, atom 2 (C): -0.554, atom 3 (C): -1.184, atom 4 (C): 0.497, atom 5 (C): -0.530, atom 6 (C): -0.124

***

(6)
A 10-piece molecular cluster, C6H34N2O9 overall in a non-equilibrium geometry, computed with ωB97M-V/def2-TZVPD.

```
! wB97M-V def2-TZVPD RIJCOSX def2/J DEFGRID3
* xyz 0 1
C 0.066 -0.823 0.103
N 0.605 0.084 1.097
C 2.033 -0.010 1.266
C 2.865 0.464 0.021
C -1.459 -0.831 0.327
N -2.232 -1.179 -0.880
C -1.902 -2.480 -1.405
C -3.689 -1.017 -0.670
H 0.587 -1.793 0.208
H 0.171 -0.450 -0.920
H 0.540 1.098 0.953
H 2.406 -1.006 1.557
H 2.403 0.677 2.073
H 2.167 0.772 -0.748
H 3.628 1.237 -0.026
H 3.350 -0.402 -0.476
H -1.726 0.177 0.668
H -1.610 -1.533 1.181
H -0.874 -2.481 -1.799
H -2.403 -2.585 -2.400
H -2.132 -3.352 -0.791
H -4.043 -1.388 0.310
H -3.882 0.065 -0.829
H -4.228 -1.634 -1.354
H -0.237 -1.298 3.232
H -1.605 -1.980 3.436
O -1.046 -1.270 3.758
H 1.801 3.369 -2.353
H 0.978 3.141 -1.138
O 1.761 2.765 -1.616
H 0.459 0.470 -2.601
H 1.863 1.239 -2.592
O 1.401 0.410 -2.801
H 3.562 -2.709 1.177
H 2.930 -2.747 -0.209
O 3.011 -3.242 0.604
H -0.917 2.841 0.504
H -1.190 2.565 -1.062
O -0.559 2.478 -0.341
H -1.257 0.407 -2.054
H -1.954 0.740 -3.344
O -1.245 1.068 -2.775
H -1.439 3.879 2.503
H -1.328 2.444 2.581
O -1.726 3.115 1.977
H -1.051 1.064 3.995
H 0.172 1.281 3.225
O -0.397 1.740 3.846
H 1.620 -2.905 -2.867
H 1.882 -1.367 -2.393
O 1.910 -2.275 -2.198
*
```

Calculated values
Maximum force ... 0.068 Eh/bohr
Frontier orbital gap ... 9.34 eV
SMILES ... CCNCCN(C)C.O.O.O.O.O.O.O.O.O
E_HOMO ... -8.94 eV

Mulliken atomic charge list, values in e, 6 entries: atom 1 (C): 0.628, atom 2 (N): 0.286, atom 3 (C): -0.753, atom 4 (C): -0.381, atom 5 (C): -0.932, atom 6 (N): 0.459